No. 1
Formula: C46H47Cl2F54I2N4O6S
Source: the OMol25 dataset
Level of theory: ωB97M-V/def2-TZVPD

XYZ file:
```
162
Properties=species:S:1:pos:R:3:forces:R:3:lowdin_charge:R:1
C -2.612 2.723 -4.725 -1.06 -0.01 1.28 -0.093
C -2.229 3.752 -3.508 3.55 0.87 0.53 -0.508
Cl -3.655 4.483 -2.522 2.65 -1.36 -1.84 0.568
C -0.814 4.139 -3.119 -5.05 -0.74 -0.90 -0.523
Cl -0.675 5.308 -1.678 0.56 -1.93 -2.37 0.633
N 0.392 3.544 -3.879 -0.40 -0.29 1.16 0.102
C 0.970 2.397 -3.316 0.92 -1.38 0.71 -0.066
N 0.373 1.921 -2.021 2.75 1.20 -2.64 -0.090
C 1.039 2.459 -0.787 0.13 0.66 2.58 -0.147
C -0.058 2.460 0.472 -0.26 0.40 -0.05 -0.084
F 0.178 3.641 1.384 -0.20 -2.80 -2.05 -0.143
C 0.024 0.470 -1.970 -1.81 -1.21 0.86 -0.172
C -1.631 0.360 -1.749 -0.34 -0.75 -0.94 -0.209
C -1.936 -0.867 -0.706 1.32 0.75 -1.09 -0.568
S -3.555 -1.766 -0.983 -0.26 0.16 -0.06 0.646
N 2.115 1.699 -3.989 -2.60 -0.17 2.37 -0.086
C 1.722 0.756 -5.088 0.77 -1.48 -2.71 -0.183
C 3.064 0.563 -6.065 0.91 -1.03 1.16 -0.231
N 3.874 1.833 -6.201 -1.09 -1.04 -1.12 -0.029
C 3.173 1.177 -3.062 2.98 3.53 1.98 -0.616
I 3.389 -0.954 -2.435 -0.52 1.66 -0.75 0.899
C 4.218 2.095 -2.452 -1.93 -3.61 -0.79 -0.655
C 5.409 1.458 -1.466 0.57 0.88 -0.50 -0.222
I 4.311 4.262 -2.757 -0.32 -1.96 0.13 0.896
C 0.781 4.188 -5.174 1.00 0.35 -2.64 -0.144
F 2.224 4.258 -5.485 -5.02 -0.78 1.45 0.007
F 0.114 3.471 -6.327 2.12 1.91 3.54 0.013
C 0.258 5.769 -5.348 0.46 2.22 -2.23 -0.124
F 1.015 6.253 -6.566 -2.79 -1.56 4.03 0.024
F 0.699 6.659 -4.251 -2.07 -3.28 -3.65 0.041
F -1.170 5.879 -5.720 5.13 -0.23 1.89 0.062
H -2.021 1.724 -4.550 -0.90 2.06 -0.59 0.077
H -3.763 2.444 -4.578 2.60 0.73 -0.34 0.105
H -2.483 3.189 -5.792 0.02 -0.86 2.22 0.099
H 1.435 3.554 -0.902 -0.89 -2.12 -0.08 0.106
H 1.946 1.778 -0.415 -1.86 1.34 -1.20 0.141
H -1.165 2.575 0.099 2.31 -0.09 0.67 0.119
H 0.050 1.452 1.073 -0.16 2.31 -0.87 0.130
H 0.248 -0.165 -2.923 -0.01 1.50 1.76 0.111
H 0.497 -0.030 -1.025 -0.51 0.96 -1.90 0.108
H -2.120 1.387 -1.459 1.08 -2.04 -0.34 0.105
H -2.124 0.054 -2.790 1.12 0.70 2.17 0.102
H -1.933 -0.451 0.389 -0.02 -1.04 -2.09 0.087
H -1.071 -1.673 -0.875 -2.07 1.88 0.59 0.086
H -4.166 -1.414 -2.199 1.32 0.25 1.04 -0.130
H 1.458 -0.350 -4.727 0.53 2.48 -0.28 0.101
H 0.825 1.088 -5.759 1.63 -0.01 1.67 0.132
H 2.793 0.083 -7.097 0.18 0.80 2.06 0.129
H 3.751 -0.207 -5.466 -1.54 1.52 -1.45 0.096
H 4.896 1.615 -6.233 -1.42 0.26 -0.31 0.086
H 3.538 2.275 -7.097 1.09 -0.38 1.32 0.089
H 6.010 0.592 -2.026 -1.70 1.77 1.28 0.080
H 6.240 2.278 -1.214 -2.13 -1.58 -0.71 0.083
H 4.961 1.119 -0.440 0.75 0.41 -2.11 0.078
C -0.939 5.357 4.142 0.17 -0.18 -1.10 -0.061
C -0.031 5.919 5.248 -0.18 0.92 -0.59 -0.429
C -0.198 5.261 6.612 0.37 -0.07 1.16 -0.292
F -1.446 5.408 7.109 0.56 -0.04 0.01 0.087
F 0.641 5.827 7.522 0.05 0.00 -0.44 0.094
F -0.200 7.266 5.322 0.01 -0.49 0.20 0.127
F 1.264 5.731 4.839 -0.31 -0.40 0.31 0.100
O -2.140 6.088 3.879 -0.80 -0.33 1.72 0.030
C -3.242 5.782 4.734 1.10 -1.10 -1.42 -0.476
C -3.670 6.970 5.603 -0.19 0.81 0.75 -0.265
F -2.654 7.412 6.386 -0.33 -0.13 -0.54 0.090
F -4.682 6.623 6.443 0.22 -0.30 -0.49 0.097
F -2.949 4.676 5.459 -0.79 0.44 -0.22 0.121
F -4.262 5.426 3.907 0.16 0.52 0.50 0.135
H -0.370 5.431 3.207 -0.08 0.21 0.28 0.135
H -1.130 4.283 4.260 0.02 0.30 0.26 0.144
H 0.037 4.194 6.569 0.00 0.00 -0.19 0.174
H -4.006 7.807 4.987 0.02 -0.17 -0.20 0.176
C -0.124 -4.766 3.584 0.42 -0.65 0.83 -0.050
C 0.361 -4.083 2.295 0.11 -1.22 -0.21 -0.427
C -0.260 -2.719 2.017 -0.16 0.67 -0.20 -0.283
F -1.602 -2.782 1.867 0.55 0.26 -0.17 0.074
F 0.226 -2.200 0.858 0.47 -0.16 0.02 0.053
F 0.186 -4.932 1.247 -0.07 0.54 0.20 0.129
F 1.717 -3.918 2.414 -0.43 0.47 0.12 0.102
O -1.162 -5.739 3.430 -1.31 1.33 -0.67 0.039
C -2.489 -5.215 3.384 1.55 -0.14 1.50 -0.471
C -3.177 -5.455 2.035 -0.49 -0.15 -0.95 -0.261
F -2.482 -4.901 1.010 -0.07 -0.31 0.43 0.078
F -4.415 -4.893 2.010 0.38 -0.07 0.47 0.095
F -2.465 -3.909 3.740 -0.67 -0.58 -0.05 0.122
F -3.173 -5.857 4.370 -0.03 0.09 -0.75 0.136
H 0.727 -5.340 3.970 -0.16 0.04 -0.34 0.155
H -0.351 -4.047 4.381 -0.07 0.00 -0.38 0.148
H -0.032 -2.009 2.817 0.07 -0.15 0.10 0.178
H -3.281 -6.523 1.831 0.09 -0.03 0.25 0.179
C 3.615 9.760 -6.825 -0.26 0.69 -0.86 -0.048
C 4.103 8.315 -6.639 0.83 0.52 -0.55 -0.421
C 3.523 7.591 -5.429 -0.35 -0.49 0.40 -0.304
F 3.840 8.196 -4.263 -0.05 -0.52 -0.21 0.084
F 4.017 6.326 -5.346 0.17 -0.04 -0.27 0.014
F 5.463 8.302 -6.620 -0.39 -0.17 0.24 0.119
F 3.743 7.619 -7.765 -0.32 0.01 0.56 0.106
O 4.477 10.787 -6.327 -0.15 -0.62 1.85 0.036
C 4.341 11.078 -4.936 -1.33 0.45 -1.73 -0.474
C 5.604 10.751 -4.132 0.79 -0.14 0.58 -0.262
F 5.948 9.443 -4.246 -0.05 0.40 -0.17 0.080
F 5.416 10.987 -2.806 -0.33 0.11 -0.49 0.098
F 3.235 10.457 -4.458 0.50 0.63 0.34 0.121
F 4.080 12.411 -4.862 0.58 -0.66 0.23 0.144
H 3.583 9.939 -7.907 0.26 -0.15 0.23 0.155
H 2.578 9.899 -6.496 0.30 -0.21 0.16 0.149
H 2.434 7.515 -5.497 0.30 0.24 -0.15 0.135
H 6.452 11.350 -4.471 -0.19 0.12 -0.15 0.178
C -7.874 -7.270 6.439 -0.79 0.66 0.48 -0.051
C -6.648 -8.047 6.941 -0.79 -0.40 0.49 -0.427
C -5.458 -8.057 5.989 1.08 -0.17 -0.16 -0.294
F -5.748 -8.637 4.803 0.33 0.08 0.38 0.084
F -4.427 -8.771 6.517 -0.27 0.09 0.24 0.091
F -7.025 -9.310 7.277 0.29 0.18 -0.22 0.116
F -6.250 -7.457 8.114 0.20 0.10 -0.60 0.105
O -8.908 -8.049 5.828 1.12 -0.62 -1.51 0.035
C -8.714 -8.345 4.445 -0.44 1.90 1.12 -0.475
C -8.542 -9.844 4.175 0.10 -0.95 -0.22 -0.261
F -7.489 -10.360 4.857 -0.44 0.18 -0.03 0.079
F -8.303 -10.080 2.858 -0.16 0.48 0.27 0.097
F -7.686 -7.601 3.971 -0.65 -0.47 -0.43 0.120
F -9.827 -7.888 3.810 0.44 -0.71 0.15 0.141
H -8.353 -6.839 7.327 0.12 -0.35 -0.08 0.153
H -7.601 -6.401 5.828 0.15 -0.38 0.02 0.147
H -5.093 -7.043 5.800 -0.16 0.06 0.08 0.164
H -9.435 -10.401 4.467 -0.10 0.24 0.04 0.178
C 8.908 6.745 -6.043 -0.11 1.07 0.36 -0.053
C 8.586 6.009 -7.353 0.82 0.75 -0.36 -0.428
C 8.039 4.598 -7.180 -0.42 -0.84 -0.48 -0.292
F 8.910 3.778 -6.551 -0.40 0.07 -0.35 0.083
F 7.791 4.029 -8.391 -0.01 0.34 0.03 0.089
F 9.686 6.021 -8.153 -0.40 -0.28 0.27 0.129
F 7.643 6.755 -8.012 -0.08 -0.51 0.41 0.099
O 10.276 6.719 -5.624 0.06 -1.96 0.28 0.035
C 10.670 5.557 -4.895 -1.27 1.74 0.41 -0.476
C 11.723 4.721 -5.630 0.64 -0.59 -0.60 -0.264
F 11.282 4.312 -6.846 0.17 0.37 0.44 0.089
F 12.030 3.595 -4.932 -0.31 0.44 0.20 0.094
F 9.567 4.844 -4.564 0.80 -0.06 0.34 0.116
F 11.184 6.015 -3.721 0.19 -0.43 -0.66 0.139
H 8.704 7.807 -6.226 0.17 -0.27 -0.19 0.152
H 8.225 6.473 -5.229 0.16 -0.20 -0.28 0.144
H 7.099 4.603 -6.621 0.01 0.21 0.06 0.170
H 12.642 5.292 -5.782 -0.12 0.18 0.16 0.177
C -6.666 -13.299 6.581 -0.51 0.20 -0.97 -0.057
C -7.097 -13.262 8.056 -0.50 -0.87 -0.36 -0.427
C -6.077 -12.650 9.008 0.26 0.44 1.03 -0.289
F -4.910 -13.332 9.026 -0.39 0.26 0.22 0.085
F -6.544 -12.667 10.286 -0.26 -0.04 -0.29 0.092
F -7.453 -14.515 8.448 0.26 0.40 0.06 0.125
F -8.244 -12.514 8.122 0.54 0.21 0.05 0.100
O -6.116 -14.535 6.115 1.58 0.00 1.16 0.033
C -4.724 -14.720 6.372 -1.16 1.43 -1.23 -0.476
C -4.445 -15.889 7.323 0.12 -0.70 0.77 -0.265
F -5.064 -15.724 8.518 0.07 -0.10 -0.61 0.089
F -3.115 -15.997 7.588 -0.23 0.31 -0.41 0.094
F -4.191 -13.551 6.800 0.37 -0.80 -0.34 0.122
F -4.155 -14.966 5.160 -0.09 -0.36 0.68 0.136
H -7.580 -13.172 5.988 0.10 -0.21 0.28 0.147
H -6.041 -12.441 6.304 -0.03 -0.22 0.32 0.141
H -5.867 -11.608 8.750 -0.10 -0.02 -0.19 0.169
H -4.788 -16.834 6.896 -0.04 0.14 -0.22 0.176
```
Positions in Å, forces in eV/Å.

- charge = +1
- HOMO-LUMO gap (eV) = 6.26
- E_LUMO (eV) = -5.119
- F_max (Eh/bohr) = 0.1064

No. 2
Formula: C46H47ClN4O4P2V
Source: the OMol25 dataset
Level of theory: ωB97M-V/def2-TZVPD

XYZ file:
```
105
Properties=species:S:1:pos:R:3:forces:R:3:lowdin_charge:R:1
V 0.184 -2.091 -0.707 -2.97 3.03 -2.17 0.589
C 2.680 -2.856 0.805 -0.40 0.15 0.08 -0.161
P 1.385 -2.073 1.876 1.57 0.69 1.66 0.835
C 2.313 -0.633 2.604 -0.17 0.05 -0.12 -0.222
C 3.659 -0.315 2.477 -0.04 -0.14 -0.04 -0.063
C 4.177 0.820 3.092 0.15 0.03 0.03 -0.088
C 3.369 1.651 3.848 0.02 -0.02 -0.05 -0.103
C 2.021 1.344 3.989 0.03 0.01 -0.04 -0.083
C 1.511 0.213 3.377 -0.04 0.04 -0.12 -0.092
C 0.903 -2.733 3.503 -0.10 -0.06 -0.30 -0.285
C 1.829 -3.117 4.461 0.01 -0.04 -0.09 -0.064
C 1.401 -3.415 5.746 0.06 -0.02 0.07 -0.079
C 0.059 -3.308 6.077 -0.05 0.00 -0.01 -0.087
C -0.864 -2.913 5.118 0.02 0.04 0.06 -0.071
C -0.444 -2.626 3.830 -0.01 -0.07 -0.08 -0.078
C 2.974 -1.842 -0.266 0.34 0.04 -0.06 -0.385
C 4.184 -1.305 -0.645 0.08 -0.19 0.05 -0.084
C 3.900 -0.281 -1.571 -0.17 0.08 -0.31 -0.058
C 2.528 -0.250 -1.743 -0.04 0.08 0.27 -0.364
C 1.690 0.828 -2.389 -0.07 -0.59 0.59 -0.251
P 0.891 1.831 -1.017 0.26 0.25 -0.32 1.104
C 2.226 3.080 -0.839 -0.08 -0.10 0.06 -0.385
C 2.975 3.073 0.332 -0.10 -0.01 -0.05 -0.093
C 4.052 3.936 0.488 0.06 0.04 0.07 -0.082
C 4.375 4.831 -0.519 0.01 -0.05 0.04 -0.090
C 3.631 4.846 -1.693 0.02 0.03 -0.07 -0.083
C 2.577 3.964 -1.861 0.15 -0.01 0.04 -0.118
C -0.374 2.773 -1.966 -0.22 0.01 0.21 -0.379
C -1.368 2.012 -2.590 0.14 0.13 0.15 -0.109
C -2.446 2.622 -3.210 -0.09 0.02 -0.04 -0.088
C -2.566 4.007 -3.201 -0.04 -0.03 0.06 -0.099
C -1.606 4.774 -2.554 -0.02 -0.03 -0.07 -0.094
C -0.522 4.162 -1.938 0.00 -0.14 0.03 -0.110
N 1.951 -1.219 -0.943 0.89 0.62 -0.38 -0.055
H 2.348 -3.816 0.417 0.00 -0.05 0.15 0.071
H 3.567 -3.041 1.416 -0.03 0.10 0.06 0.105
H 4.315 -0.933 1.882 0.00 0.03 0.01 0.085
H 5.227 1.054 2.965 0.00 0.00 0.02 0.106
H 3.783 2.532 4.321 0.00 0.01 0.01 0.101
H 1.378 1.989 4.576 -0.02 -0.04 0.02 0.099
H 0.465 -0.041 3.491 -0.03 0.07 0.10 0.085
H 2.882 -3.163 4.209 0.02 -0.02 0.05 0.113
H 2.116 -3.716 6.502 0.04 -0.02 -0.03 0.102
H -0.271 -3.529 7.084 0.02 -0.01 0.01 0.100
H -1.911 -2.825 5.381 -0.01 -0.02 -0.03 0.102
H -1.142 -2.309 3.063 -0.06 -0.07 0.01 0.101
H 5.162 -1.601 -0.298 -0.01 -0.04 0.05 0.100
H 4.624 0.349 -2.065 -0.04 0.12 0.00 0.098
H 0.886 0.405 -2.992 0.05 0.08 -0.10 0.047
H 2.319 1.480 -2.993 -0.10 -0.03 -0.14 0.088
H 2.716 2.371 1.114 0.03 -0.04 0.10 0.078
H 4.636 3.906 1.399 0.00 0.00 0.01 0.099
H 5.213 5.506 -0.399 -0.01 0.02 0.01 0.100
H 3.881 5.544 -2.482 0.02 -0.03 -0.02 0.102
H 2.031 3.958 -2.796 -0.02 0.01 0.01 0.107
H -1.294 0.931 -2.569 -0.07 0.01 -0.05 0.078
H -3.196 2.011 -3.700 0.03 0.04 0.01 0.096
H -3.411 4.485 -3.682 0.03 -0.01 -0.02 0.098
H -1.692 5.854 -2.546 0.00 -0.01 0.04 0.100
H 0.219 4.767 -1.433 -0.03 0.05 -0.01 0.093
N 0.297 -2.873 -2.708 0.32 -0.11 -0.16 0.033
C -0.212 -1.937 -3.652 -0.18 0.29 -0.35 -0.237
C 0.595 -1.449 -4.671 0.11 -0.07 0.09 -0.043
C 0.100 -0.530 -5.583 -0.03 -0.07 -0.02 -0.086
C -1.220 -0.117 -5.488 -0.01 0.02 -0.02 -0.084
C -2.021 -0.595 -4.464 0.09 -0.12 -0.16 -0.062
C -1.537 -1.499 -3.520 0.14 -0.09 0.07 -0.143
C -2.366 -1.994 -2.394 -1.58 0.06 -1.08 -0.228
C -3.718 -2.254 -2.652 1.59 0.39 -0.32 -0.054
C -4.563 -2.733 -1.627 -0.37 -0.08 1.14 -0.122
C -4.090 -2.981 -0.382 -0.11 0.05 -0.64 -0.078
C -2.613 -2.949 -0.080 0.37 -1.24 -0.10 -0.510
C -1.784 -2.167 -1.129 1.15 0.73 1.16 -0.151
H 1.234 -3.182 -2.949 0.00 0.01 -0.02 0.124
H -0.300 -3.693 -2.621 0.08 -0.07 -0.17 0.107
H 1.630 -1.770 -4.728 -0.02 -0.05 -0.03 0.120
H 0.741 -0.156 -6.370 0.00 0.02 0.01 0.103
H -1.621 0.589 -6.204 0.00 0.02 0.01 0.103
H -3.043 -0.248 -4.380 -0.01 -0.03 0.06 0.103
H -4.118 -2.102 -3.647 0.04 -0.01 -0.02 0.094
H -5.615 -2.892 -1.844 0.01 -0.07 -0.01 0.095
H -4.709 -3.430 0.384 -0.07 0.04 -0.02 0.104
H -2.442 -2.543 0.932 0.01 0.07 -0.10 0.097
O -2.292 -4.309 -0.105 0.27 0.29 0.19 -0.234
Cl -0.114 -3.920 -0.054 0.02 -2.69 1.19 0.876
O 0.214 -4.105 1.400 -0.26 -0.50 0.32 -0.493
O 0.389 -5.046 -0.868 -0.49 -0.72 -0.14 -0.443
O 0.221 -1.395 1.183 -0.21 -0.12 -0.13 -0.412
N -3.964 2.206 1.969 0.01 0.11 -0.11 0.047
C -4.488 1.296 0.901 -0.14 -0.66 -0.14 -0.093
C -3.891 -0.085 1.176 0.31 0.07 -0.07 -0.187
N -2.457 -0.070 1.224 0.13 0.33 -0.07 -0.045
C -1.888 0.924 2.087 -0.05 -0.06 -0.22 -0.207
C -2.473 2.327 1.869 0.67 -0.23 0.18 -0.095
H -4.173 1.761 2.868 -0.11 0.19 0.05 0.173
H -4.412 3.119 1.936 -0.01 -0.01 0.06 0.178
H -4.147 1.674 -0.057 0.03 0.18 -0.13 0.131
H -5.577 1.279 0.938 0.02 0.15 0.08 0.132
H -4.214 -0.804 0.420 -0.12 0.05 -0.02 0.104
H -4.278 -0.434 2.148 -0.05 -0.04 -0.04 0.133
H -1.964 -0.189 0.330 -0.31 -0.27 0.29 0.092
H -0.811 0.945 1.920 0.00 0.10 0.07 0.097
H -2.069 0.642 3.139 0.05 0.03 0.02 0.126
H -2.223 2.707 0.881 -0.12 0.04 -0.10 0.127
H -2.120 3.021 2.631 -0.14 0.07 -0.01 0.131
```
Positions in Å, forces in eV/Å.

- HOMO-LUMO gap (alpha / beta) (eV) = 4.43 / 4.39
- E_LUMO (alpha / beta) (eV) = -0.805 / -0.805
- 2S+1 = 2
- F_max (Eh/bohr) = 0.0928
- ΔE to the lowest compared entry with this formula, charge and spin (kcal/mol) = 162.0
- ⟨S²⟩ = 0.7804

Number 1: E_tot -265514.1090 eV. Number 2: E_tot -119393.0080 eV.